[1]
{
  "formula": "C25H30IrN2O3PSe2",
  "method": "ωB97M-V with the def2-TZVPD basis set",
  "species": ["Ir", "O", "C", "C", "C", "C", "C", "C", "C", "C", "N", "H", "H", "H", "H", "H", "H", "H", "H", "H", "H", "H", "Se", "P", "Se", "C", "C", "C", "C", "C", "C", "C", "C", "C", "C", "C", "C", "H", "H", "H", "H", "H", "H", "H", "H", "H", "H", "O", "C", "O", "C", "N", "C", "C", "C", "H", "H", "H", "H", "H", "H", "H", "H", "H"],
  "positions_angstrom": [[0.977, -1.287, 0.539], [2.995, -2.009, 0.497], [3.759, -2.229, 1.723], [4.476, -0.940, 2.053], [3.570, 0.295, 1.946], [2.336, 0.215, 2.808], [2.436, 0.666, 4.119], [1.373, 0.567, 4.992], [0.200, -0.003, 4.523], [0.148, -0.436, 3.220], [1.183, -0.334, 2.353], [2.868, -2.836, 0.001], [4.467, -3.033, 1.532], [3.070, -2.542, 2.509], [5.310, -0.806, 1.363], [4.901, -1.035, 3.055], [3.307, 0.442, 0.903], [4.133, 1.176, 2.249], [3.376, 1.097, 4.437], [1.458, 0.916, 6.013], [-0.673, -0.118, 5.150], [-0.756, -0.875, 2.834], [-1.399, -0.778, 0.301], [-0.837, 1.312, -0.069], [1.241, 0.812, -0.598], [-1.766, 2.067, -1.394], [-3.107, 1.734, -1.578], [-3.841, 2.386, -2.556], [-3.237, 3.354, -3.347], [-1.898, 3.677, -3.168], [-1.157, 3.038, -2.187], [-0.950, 2.331, 1.403], [0.181, 2.884, 1.996], [0.041, 3.664, 3.136], [-1.216, 3.883, 3.678], [-2.345, 3.329, 3.084], [-2.217, 2.554, 1.946], [-3.578, 0.971, -0.969], [-4.884, 2.139, -2.700], [-3.814, 3.861, -4.110], [-1.433, 4.431, -3.788], [-0.115, 3.300, -2.046], [1.161, 2.715, 1.570], [0.915, 4.108, 3.593], [-1.322, 4.496, 4.564], [-3.324, 3.507, 3.508], [-3.102, 2.130, 1.485], [0.633, -4.712, -1.780], [0.304, -3.545, -1.682], [0.886, -2.672, -0.942], [-0.786, -3.019, -2.617], [-1.342, -4.218, -3.344], [-1.404, -3.910, -4.830], [-1.170, -2.407, -4.909], [-0.242, -2.120, -3.731], [-1.585, -2.525, -2.068], [-2.248, -4.497, -2.977], [-0.671, -4.976, -3.116], [-2.366, -4.237, -5.215], [-0.616, -4.485, -5.310], [-2.113, -1.868, -4.801], [-0.733, -2.128, -5.865], [-0.246, -1.077, -3.419], [0.786, -2.399, -3.969]],
  "forces_ev_per_a": [[-0.5103, 0.2013, 0.1651], [-0.1085, -0.1322, 0.0453], [0.0060, -0.0033, -0.0744], [0.0110, 0.0022, 0.0158], [-0.0890, -0.0798, -0.0453], [0.1304, -0.0239, -0.0467], [-0.0133, 0.0631, -0.0113], [-0.0271, -0.0323, -0.0387], [0.0025, 0.0411, 0.0166], [0.0036, 0.0551, -0.0520], [0.2641, -0.1050, 0.2808], [0.1503, 0.0143, -0.0499], [-0.0133, -0.0139, 0.0212], [0.0063, 0.0286, 0.0145], [0.0090, 0.0169, 0.0158], [-0.0302, 0.0180, 0.0145], [-0.0162, 0.0302, 0.0269], [0.0340, -0.0231, 0.0147], [-0.0039, 0.0002, 0.0137], [-0.0003, 0.0064, 0.0001], [0.0065, -0.0003, 0.0095], [0.0025, -0.0353, -0.0036], [-0.2263, -0.0437, 0.0060], [0.0446, -0.0225, -0.0454], [0.0076, 0.0637, -0.2442], [-0.0266, -0.0108, 0.0287], [-0.0032, -0.0288, -0.0233], [0.0048, 0.0091, -0.0083], [-0.0017, -0.0053, 0.0053], [0.0006, -0.0057, 0.0019], [0.0036, 0.0411, 0.0104], [0.0414, 0.0145, 0.0377], [-0.0041, 0.0158, 0.0029], [-0.0122, -0.0044, -0.0060], [0.0018, -0.0051, 0.0036], [0.0095, -0.0003, 0.0120], [-0.0155, 0.0051, -0.0045], [0.0084, 0.0003, 0.0055], [0.0009, -0.0013, 0.0014], [-0.0007, -0.0004, 0.0006], [0.0028, -0.0013, 0.0001], [0.0005, -0.0007, 0.0095], [-0.0095, 0.0087, -0.0123], [0.0047, 0.0023, -0.0021], [-0.0012, 0.0031, -0.0002], [-0.0028, -0.0021, -0.0037], [0.0060, -0.0010, -0.0121], [-0.0602, -0.0663, 0.0624], [0.0034, 0.2843, -0.1960], [0.4741, -0.2547, 0.0226], [-0.0158, -0.0131, -0.0214], [-0.0096, 0.0049, -0.0695], [-0.0338, -0.0254, 0.0601], [-0.0033, -0.0035, -0.0303], [-0.0064, 0.0223, 0.0467], [-0.0204, -0.0310, 0.0177], [-0.0134, 0.0289, -0.0064], [-0.0032, -0.0183, 0.0440], [0.0169, -0.0160, -0.0280], [0.0265, 0.0328, 0.0004], [0.0006, -0.0028, 0.0196], [-0.0110, 0.0073, -0.0017], [0.0100, -0.0001, -0.0113], [-0.0021, -0.0079, -0.0056]],
  "charge": 2,
  "e_homo_ha": -0.5120
}

[2]
{
  "formula": "C25H30N4O2",
  "method": "ωB97M-V with the def2-TZVPD basis set",
  "species": ["C", "C", "N", "C", "C", "C", "C", "C", "C", "C", "C", "H", "N", "C", "O", "N", "H", "C", "H", "C", "N", "C", "C", "H", "H", "C", "C", "C", "H", "H", "H", "H", "O", "H", "C", "C", "C", "C", "C", "C", "C", "H", "H", "H", "H", "H", "H", "H", "H", "H", "H", "H", "H", "H", "H", "H", "H", "H", "H", "H", "H"],
  "positions_angstrom": [[5.802, 1.229, 0.539], [4.667, 0.319, 0.076], [4.894, -0.481, -1.048], [4.119, -1.334, -1.364], [4.497, -1.954, -2.491], [3.676, -3.122, -2.835], [2.494, -3.364, -2.065], [2.072, -2.517, -1.286], [2.976, -1.550, -0.793], [2.631, -0.691, 0.451], [3.634, -0.001, 0.681], [3.585, 0.753, 1.529], [1.486, -0.680, 1.142], [0.726, -0.100, 1.911], [-0.054, -0.358, 2.610], [1.106, 1.230, 1.871], [1.644, 1.685, 1.161], [0.474, 2.310, 2.664], [-0.431, 1.824, 3.110], [-0.201, 3.358, 1.814], [-1.414, 3.325, 1.005], [-1.401, 2.464, -0.177], [-1.719, 1.014, -0.236], [-0.798, 0.485, 0.348], [-1.814, 0.803, -1.530], [-3.047, 0.776, 0.574], [-2.858, 1.562, 2.088], [-2.699, 2.833, 1.739], [-2.446, 3.308, 2.954], [-3.522, 3.371, 1.449], [-3.874, 1.215, 2.376], [-2.065, 1.015, 2.457], [-4.159, 1.236, -0.060], [-4.150, 0.943, -0.852], [-3.020, -0.728, 0.802], [-3.170, -1.655, -0.644], [-1.922, -1.822, -1.268], [-1.913, -2.733, -2.175], [-3.087, -2.785, -3.065], [-4.199, -2.485, -2.500], [-4.340, -1.713, -1.061], [-5.095, -1.594, -0.677], [-5.110, -2.460, -2.964], [-3.020, -3.142, -3.911], [-0.880, -2.905, -2.911], [-1.107, -1.695, -0.556], [-2.281, -1.028, 1.479], [-4.086, -0.860, 1.445], [-0.613, 2.905, -0.893], [-2.220, 2.997, -0.787], [-0.403, 4.296, 2.399], [0.480, 3.817, 0.946], [1.007, 2.829, 3.119], [1.036, -1.816, 1.283], [1.001, -2.743, -0.542], [1.631, -4.293, -2.508], [3.887, -3.673, -3.795], [5.500, -2.074, -2.944], [5.399, 2.203, 0.395], [6.556, 1.059, 0.049], [6.138, 1.194, 1.471]],
  "forces_ev_per_a": [[-9.4577, 1.1478, 0.6097], [9.6842, -2.4349, -7.5237], [8.9563, 11.3596, 5.6675], [-1.6017, -2.9981, -2.9741], [-1.3455, -8.9522, -4.8832], [1.8276, 2.4418, -0.7140], [-0.5195, -8.8995, -9.4238], [-5.6419, 4.5344, 9.8921], [-8.5972, 0.4423, 5.5689], [-2.9440, -6.1471, -6.2880], [-1.4862, 7.7788, 10.5743], [-0.7124, -1.1766, -0.0127], [0.4695, -13.9755, -4.5004], [8.6461, 12.9748, -4.4441], [-12.9848, -6.9538, 10.6281], [0.2783, 4.6464, 0.9054], [0.3717, -0.6964, -0.6697], [-10.9635, -9.3551, -8.7532], [1.4277, 0.4970, 0.9451], [0.5219, 3.9576, -3.0840], [-2.3973, -3.7113, 1.0609], [-0.4522, 4.7533, -3.9718], [1.5387, -0.2182, -0.8535], [-2.3922, 0.5676, -1.9723], [0.3805, 0.0338, 4.0567], [4.1687, -1.4762, 0.9167], [-3.9834, -8.5182, -4.5816], [5.4735, 9.0120, 5.0095], [-0.8628, -0.2944, -3.0513], [-1.8947, 1.1126, -1.2228], [0.7724, 0.7570, 0.9980], [1.4171, -0.9054, 1.4605], [-1.0321, 3.7495, 8.2558], [-0.1503, -3.1477, -8.8215], [-5.8034, -1.2858, -0.5510], [5.2882, 6.1281, 7.7891], [0.6950, -0.8498, 4.7156], [3.5172, -0.7237, -8.9882], [2.6021, 1.2956, 8.8778], [-3.9821, 3.7986, 4.6985], [9.8465, -6.8744, -13.9138], [-14.0151, 2.4229, 7.0402], [-2.1154, -0.3970, -1.6599], [0.6724, -3.6012, -8.3687], [-2.5124, -0.0533, 2.8147], [0.3553, 0.4960, -0.7087], [1.4276, -0.5096, 0.6167], [2.5201, -0.2792, -1.6322], [-0.0823, -1.4257, 1.2531], [0.2981, -1.0109, 0.6975], [0.5115, -0.9797, 0.2545], [-0.3522, -1.1407, 1.9196], [8.9848, 7.1367, 8.4061], [1.8872, 3.5981, -1.1199], [3.1749, 0.8556, -2.6739], [3.0406, 2.7076, 1.5135], [-0.1374, 0.3170, 1.4882], [-0.6832, 1.3862, 0.3934], [0.1987, 1.2580, -0.2639], [7.6902, -1.4607, -5.9879], [0.4581, -0.7142, 4.5861]],
  "charge": 0,
  "e_homo_ha": -0.3114
}

[3]
{
  "formula": "C25H30N4O2",
  "method": "ωB97M-V with the def2-TZVPD basis set",
  "species": ["C", "O", "C", "C", "C", "C", "C", "C", "C", "O", "N", "C", "C", "C", "N", "N", "C", "C", "C", "N", "C", "C", "C", "C", "C", "C", "C", "C", "C", "C", "C", "H", "H", "H", "H", "H", "H", "H", "H", "H", "H", "H", "H", "H", "H", "H", "H", "H", "H", "H", "H", "H", "H", "H", "H", "H", "H", "H", "H", "H", "H"],
  "positions_angstrom": [[3.202, -1.479, -1.324], [2.220, -2.439, -1.005], [2.575, -3.763, -0.940], [3.896, -4.184, -1.048], [4.224, -5.527, -0.986], [3.234, -6.479, -0.824], [1.921, -6.069, -0.721], [1.561, -4.723, -0.768], [0.092, -4.464, -0.654], [-0.719, -5.354, -0.810], [-0.258, -3.186, -0.331], [-1.556, -2.733, -0.181], [-2.774, -3.371, -0.321], [-3.716, -2.373, -0.054], [-3.137, -1.224, 0.229], [-1.819, -1.446, 0.165], [-0.880, -0.367, 0.368], [-0.531, 0.304, -0.966], [0.386, 1.511, -0.719], [-0.158, 2.483, 0.206], [-1.208, 3.325, -0.341], [-0.638, 4.427, -1.238], [0.419, 5.268, -0.513], [-0.167, 5.986, 0.668], [0.062, 5.532, 1.961], [-0.508, 6.173, 3.046], [-1.315, 7.281, 2.854], [-1.546, 7.744, 1.570], [-0.976, 7.100, 0.486], [-0.491, 1.847, 1.464], [-1.467, 0.673, 1.322], [3.688, -1.705, -2.277], [2.669, -0.533, -1.410], [3.956, -1.398, -0.535], [4.688, -3.464, -1.179], [5.259, -5.822, -1.068], [3.483, -7.528, -0.780], [1.122, -6.785, -0.605], [0.481, -2.501, -0.261], [-2.935, -4.395, -0.579], [-4.785, -2.449, -0.058], [0.033, -0.783, 0.818], [-1.457, 0.628, -1.443], [-0.040, -0.407, -1.634], [1.333, 1.159, -0.293], [0.607, 2.007, -1.665], [-1.719, 3.801, 0.499], [-1.960, 2.757, -0.911], [-0.192, 3.991, -2.134], [-1.464, 5.066, -1.557], [1.218, 4.605, -0.182], [0.833, 5.995, -1.217], [0.692, 4.667, 2.111], [-0.321, 5.808, 4.046], [-1.761, 7.782, 3.700], [-2.172, 8.611, 1.413], [-1.157, 7.469, -0.514], [0.446, 1.484, 1.904], [-0.910, 2.599, 2.136], [-2.421, 1.016, 0.922], [-1.655, 0.219, 2.295]],
  "forces_ev_per_a": [[0.1963, 0.2324, -0.0283], [-0.1700, -0.4147, 0.0774], [-0.0361, -0.1672, 0.0104], [0.0595, 0.3000, -0.0169], [-0.0921, -0.0436, 0.0010], [0.0912, -0.0207, -0.0007], [-0.0634, 0.1470, 0.0078], [0.2881, -0.0692, -0.0756], [-0.1092, 0.1242, 0.0284], [-0.0519, 0.0256, 0.0134], [0.1479, 0.3752, 0.1230], [-0.6200, -0.2245, -0.0097], [0.2489, -0.1286, -0.0598], [0.3536, 0.0894, -0.0168], [-0.5648, 0.5293, 0.1375], [0.1969, -0.7437, -0.0317], [-0.0856, 0.5185, -0.1701], [0.2213, 0.1396, 0.2376], [-0.0238, -0.1196, -0.1678], [0.0314, 0.1109, 0.1041], [0.0190, 0.1213, -0.2511], [0.0854, -0.1287, 0.2174], [-0.1299, -0.0190, -0.1940], [0.1565, -0.0064, -0.0175], [0.0005, 0.0045, -0.0170], [-0.0255, 0.0048, 0.1279], [-0.0430, 0.0339, 0.1092], [-0.0732, 0.0755, -0.0169], [-0.0065, -0.0139, 0.0127], [-0.1451, -0.2051, 0.0975], [0.3225, 0.0791, 0.0224], [-0.0253, -0.0206, 0.0450], [0.0773, -0.0428, 0.0025], [-0.0333, -0.0185, -0.0517], [0.0336, 0.0847, -0.0146], [0.0860, -0.0160, -0.0083], [0.0124, -0.0954, 0.0086], [-0.0570, -0.0218, -0.0019], [0.0246, -0.1564, -0.0978], [0.0259, -0.1781, -0.0372], [-0.2260, 0.0187, 0.0099], [-0.0927, 0.0065, -0.0049], [-0.0580, -0.0764, -0.0187], [-0.0176, -0.0477, -0.0741], [0.0565, -0.0076, -0.0902], [0.1020, -0.0388, 0.0002], [-0.0625, -0.0644, -0.0105], [-0.0493, 0.0374, 0.0944], [-0.0498, 0.0105, -0.0932], [-0.0199, -0.0002, -0.0995], [0.0541, 0.0740, -0.0338], [0.0640, -0.0179, 0.0217], [0.0817, -0.1111, -0.0050], [0.0168, -0.0245, 0.0742], [-0.0298, 0.0382, 0.0630], [-0.0414, 0.0680, -0.0122], [-0.0126, 0.0372, -0.1170], [-0.0089, 0.0226, 0.0983], [0.0571, -0.0219, 0.0326], [-0.0083, -0.0233, 0.0429], [-0.0789, -0.0207, 0.0235]],
  "charge": 0,
  "e_homo_ha": -0.3008,
  "smiles": "COc1ccccc1C(=O)Nc1ccnn1C1CCN(CCCc2ccccc2)CC1"
}

We obtain lowest unoccupied orbital energy values of -6.6, -0.2, 0.5 eV for the records listed above, in that order.
We obtain energy relative to the best compared isomer or geometry (same formula, charge and spin) values of 0.0, 589.2, 47.2 kcal/mol for the records listed above, in that order.